Entry 1:
10
Properties=species:S:1:pos:R:3:forces:R:3:nbo_charge:R:1 method="wB97M-V/def2-TZVPD" charge=0 de_lowest_kcal_mol=17.3 orbital_gap_ev=10.26
C -0.806 -0.009 -1.026 1.9 -0.6 -6.2 -0.848
O 2.569 -0.530 1.280 -1.8 -1.5 -0.4 -1.007
O -1.841 0.871 1.068 -1.4 0.4 1.1 -1.037
O 0.068 -0.835 1.210 -2.2 1.6 0.5 -1.109
P 1.455 -1.516 1.073 5.0 -0.5 0.5 1.552
P -0.578 0.453 0.528 1.1 2.1 3.7 2.157
Cl 0.715 -0.936 -1.714 -1.5 -0.4 0.5 -0.064
Cl 0.734 2.007 0.445 0.0 -0.8 0.3 -0.244
H -0.469 0.800 -1.697 -1.5 0.4 0.6 0.303
H -1.849 -0.304 -1.166 0.5 -0.8 -0.5 0.298



Entry 2:
7
Properties=species:S:1:pos:R:3:forces:R:3:nbo_charge:R:1 method="wB97M-V/def2-TZVPD" charge=0 de_lowest_kcal_mol=8.2 orbital_gap_ev=8.72
C 1.849 -0.212 -0.193 -0.4 -0.7 -0.2 -0.323
S -2.376 0.585 0.692 0.1 0.3 0.3 -0.283
S 1.283 -1.689 -0.476 0.2 0.5 0.1 0.146
Cl 1.456 1.157 -1.160 0.0 0.1 0.0 0.082
Cl 2.876 0.189 1.114 0.2 0.1 0.1 0.097
H -3.449 -0.094 0.304 -0.3 -0.1 -0.1 0.141
H -1.639 0.064 -0.280 0.2 -0.1 -0.3 0.140



Entry 3:
7
Properties=species:S:1:pos:R:3:forces:R:3:nbo_charge:R:1 method="wB97M-V/def2-TZVPD" charge=0 de_lowest_kcal_mol=35.9 orbital_gap_ev=7.96
C -1.190 -0.431 -0.046 0.7 -0.9 0.3 -0.243
S 1.885 0.572 -0.454 0.8 -0.8 -1.6 -0.294
S -0.440 -0.313 1.410 -2.4 -0.5 -1.1 0.145
Cl -2.406 0.591 -0.681 0.2 0.0 0.4 0.124
Cl -0.779 -1.674 -1.299 -0.2 1.0 1.4 0.039
H 1.760 1.302 0.572 0.5 2.7 1.5 0.120
H 1.170 -0.046 0.498 0.4 -1.5 -0.9 0.108



Entry 4:
9
Properties=species:S:1:pos:R:3:forces:R:3:nbo_charge:R:1 method="wB97M-V/def2-TZVPD" charge=0 de_lowest_kcal_mol=47.4 orbital_gap_ev=7.64
C -0.280 -1.818 -0.314 2.8 -1.5 0.3 -0.955
P -1.215 1.296 -0.208 -1.5 -0.5 -0.5 0.596
P 0.130 -0.330 0.348 1.3 0.1 0.0 0.995
Cl -0.345 1.737 -1.922 0.3 -0.2 -2.0 -0.225
Cl -0.503 2.851 0.713 0.3 1.3 1.7 -0.180
Cl 2.310 1.301 0.330 -1.3 -1.5 0.1 -0.559
Cl -0.291 -0.424 2.262 0.2 0.0 1.1 -0.192
H 0.240 -2.784 0.177 -1.6 2.3 -0.8 0.275
H -0.045 -1.828 -1.387 -0.5 0.0 0.1 0.246



Entry 5:
8
Properties=species:S:1:pos:R:3:forces:R:3:nbo_charge:R:1 method="wB97M-V/def2-TZVPD" charge=0 de_lowest_kcal_mol=27.2 orbital_gap_ev=9.54
C 1.205 0.722 -0.545 1.7 -1.8 3.3 0.858
N 0.347 0.941 0.419 -1.1 0.8 -0.1 -0.833
N 2.465 -0.421 0.462 -1.8 0.9 -1.7 -0.223
O 1.507 0.950 -1.621 0.2 1.0 -2.4 -0.464
F 2.710 0.447 1.572 0.6 0.0 -0.5 -0.295
Cl 3.787 -0.406 -0.658 0.0 0.1 0.8 0.095
H 0.415 0.235 1.106 -0.1 -0.2 1.2 0.430
H -0.261 1.756 0.579 0.5 -0.7 -0.7 0.432



Entry 6:
7
Properties=species:S:1:pos:R:3:forces:R:3:nbo_charge:R:1 method="wB97M-V/def2-TZVPD" charge=0 de_lowest_kcal_mol=49.9 orbital_gap_ev="6.34 / 6.94"
C 1.201 1.077 0.308 -0.3 0.6 -0.5 -0.686
F -1.057 2.317 0.247 0.3 -0.2 -0.2 -0.559
P -1.392 -0.620 -0.461 -0.6 0.0 -0.1 -0.177
P -0.289 1.122 -0.501 -0.9 0.0 0.7 1.109
Cl 2.372 0.015 -0.193 1.0 -1.6 -0.3 0.087
H 1.635 1.997 0.541 0.4 1.6 0.7 0.220
H -2.176 0.152 0.473 0.0 -0.4 -0.3 0.005



Entry 7:
8
Properties=species:S:1:pos:R:3:forces:R:3:nbo_charge:R:1 method="wB97M-V/def2-TZVPD" charge=0 de_lowest_kcal_mol=97.9 orbital_gap_ev="6.47 / 6.68"
C 0.767 -0.057 0.696 3.1 -0.7 4.1 -0.022
N -0.429 -0.776 0.712 -2.0 0.8 -1.4 -0.566
N -1.708 1.284 -0.371 -1.6 0.4 0.6 -0.719
O 0.783 0.625 -0.496 0.4 0.3 -2.1 -0.745
P -0.760 0.130 -0.687 0.9 -1.5 0.4 1.800
Cl -1.051 -1.058 -2.244 0.1 0.2 -0.3 -0.200
H 0.737 0.708 1.580 0.7 -1.3 -1.2 0.226
H 1.661 -0.856 0.810 -1.6 1.8 -0.1 0.227



Entry 8:
7
Properties=species:S:1:pos:R:3:forces:R:3:nbo_charge:R:1 method="wB97M-V/def2-TZVPD" charge=0 de_lowest_kcal_mol=71.7 orbital_gap_ev=11.56
C -0.423 -0.401 0.363 3.2 0.0 -0.9 -0.308
N 0.556 0.621 -0.375 -2.0 0.5 1.2 0.541
O 0.443 1.776 -0.078 -0.8 1.1 0.9 -0.380
O 1.389 0.215 -1.094 1.4 -1.8 -1.4 -0.337
Cl -0.822 -1.670 -0.779 0.5 -0.3 0.7 0.023
H 0.189 -0.490 1.286 -0.3 -1.4 -0.7 0.237
H -1.331 -0.051 0.676 -2.0 2.0 0.3 0.225



Entry 9:
10
Properties=species:S:1:pos:R:3:forces:R:3:nbo_charge:R:1 method="wB97M-V/def2-TZVPD" charge=0 de_lowest_kcal_mol=86.6 orbital_gap_ev=10.21
C 0.142 -0.276 0.233 3.8 -1.5 -2.8 -0.394
N -0.403 -1.642 0.119 -0.3 1.2 0.4 0.517
O 0.334 -2.549 -0.080 1.4 -1.3 -0.6 -0.336
O -1.571 -1.733 0.317 -2.2 0.1 0.2 -0.353
O 2.504 -1.107 -1.381 -0.1 0.6 -0.3 -0.846
O 2.783 -1.511 1.066 -1.0 1.6 -1.8 -0.852
S 2.236 -0.727 -0.042 -1.8 -1.0 3.4 1.977
Cl 2.670 1.217 0.330 0.6 0.3 -0.3 -0.199
H -0.224 0.242 1.044 -0.1 0.5 2.5 0.240
H -0.012 0.400 -0.599 -0.2 -0.6 -0.7 0.245



Entry 10:
8
Properties=species:S:1:pos:R:3:forces:R:3:nbo_charge:R:1 method="wB97M-V/def2-TZVPD" charge=0 de_lowest_kcal_mol=35.4 orbital_gap_ev=8.30
C -0.809 -0.217 0.112 -2.4 -5.3 1.3 0.470
N 0.357 0.240 -0.054 -1.8 1.8 0.0 -0.605
O -0.998 -1.731 0.390 -1.2 5.8 -0.7 -0.659
S 1.689 -0.661 0.089 2.6 -1.5 0.0 -0.170
S 0.442 1.981 -0.334 -0.8 0.0 0.2 0.232
Cl -2.224 0.728 0.221 0.5 -0.7 -0.1 0.104
H -0.131 -2.066 0.201 1.5 -0.4 -0.2 0.495
H 1.676 1.726 -0.625 1.5 0.3 -0.4 0.133



Entry 11:
8
Properties=species:S:1:pos:R:3:forces:R:3:nbo_charge:R:1 method="wB97M-V/def2-TZVPD" charge=0 de_lowest_kcal_mol=37.1 orbital_gap_ev=9.56
C 0.805 -1.570 -0.993 -5.1 -0.7 2.9 0.593
N -0.765 -0.835 -1.090 3.8 -2.9 -0.5 -0.750
O 0.996 -2.428 -0.222 0.1 0.1 -0.4 -0.443
S 0.013 1.090 1.287 1.1 -0.4 -1.5 -0.196
S -0.629 0.760 -0.749 -0.7 0.1 1.4 0.413
Cl -1.832 -2.179 -0.599 -0.1 1.7 0.2 0.113
H 1.435 -1.126 -1.633 2.3 2.0 -2.6 0.146
H -1.144 1.267 1.846 -1.3 0.1 0.4 0.126



Entry 12:
7
Properties=species:S:1:pos:R:3:forces:R:3:nbo_charge:R:1 method="wB97M-V/def2-TZVPD" charge=0 de_lowest_kcal_mol=55.0 orbital_gap_ev=9.53
C -0.406 -1.348 -0.575 -1.0 -1.6 -0.1 0.248
O 0.255 -0.248 -0.698 0.6 0.9 -0.9 -0.767
O -0.564 -0.022 1.741 0.5 1.4 -0.6 -1.001
P 0.048 0.732 0.628 0.6 0.3 1.7 1.743
Cl -0.216 -2.357 -2.006 0.3 0.6 0.1 -0.051
H -0.475 1.951 0.136 -0.7 -0.7 -0.2 -0.079
H 1.359 1.292 0.774 -0.3 -0.9 0.0 -0.092